Entry from OMol25: C13H24Cl2N4Pt as an isolated structure at a distorted geometry (wB97M-V/def2-TZVPD).

Positions of all 44 atoms, in Å:
Pt 1.63395 -0.40035 -0.04084
Cl 1.13595 -2.51258 -0.79304
Cl 2.42177 1.68180 0.52489
C 3.13796 -1.11928 0.87336
H 3.88091 -0.48610 1.39118
H 3.34780 -2.20375 0.89606
C -1.65144 1.12226 -1.58039
C -0.44226 0.70975 -1.83434
H -1.88031 1.67782 -0.65902
C -0.07609 -0.15678 -2.99814
H 0.41002 1.01700 -1.18376
C -1.08526 -0.06607 -4.15893
H 0.93054 0.10497 -3.34796
H -0.00200 -1.20838 -2.66881
C -2.53287 -0.04252 -3.67347
H -0.86830 0.84692 -4.73222
H -0.92975 -0.90898 -4.83685
C -2.78196 0.99861 -2.56979
H -3.18963 0.16649 -4.52074
H -2.79786 -1.03642 -3.29378
H -2.92325 1.97585 -3.06059
H -3.72588 0.76830 -2.06069
C -0.19004 0.80133 2.13006
N 0.48411 -0.50786 1.73742
C -0.65756 -1.50889 1.67547
N -1.32696 -1.65688 2.98446
C -1.89398 -0.34716 3.38099
N -0.84565 0.69474 3.44356
C 0.14079 0.27893 4.46754
N 0.73969 -1.03464 4.15347
C 1.44548 -0.90610 2.85410
C -0.32798 -2.04502 4.00649
H -0.95520 1.02831 1.37156
H 0.56782 1.58842 2.15298
H -0.26333 -2.47243 1.34540
H -1.39672 -1.13616 0.95093
H -2.33728 -0.44683 4.38385
H -2.65732 -0.04857 2.64984
H 0.93785 1.03284 4.52115
H -0.38006 0.20379 5.43279
H 1.91437 -1.87324 2.63075
H 2.20532 -0.12483 2.98108
H -0.84422 -2.14378 4.97220
H 0.12121 -3.00470 3.71567

Forces on atoms 1 to 3 (eV/Å):
-1.99 1.05 -2.19
-0.42 -0.64 -0.66
0.14 1.25 -0.32

As for the spin multiplicity: 5. The value obtained for the electronic energy is -48116.3357 eV. The LUMO energy (alpha / beta) comes out at 0.5025 / -3.1554 eV.